{"formula": "C26H36NO2PdSSiTe", "method": "the ωB97M-V functional and the def2-TZVPD basis", "elements": ["Pd", "C", "C", "O", "C", "C", "C", "C", "C", "C", "O", "H", "H", "H", "H", "H", "H", "H", "C", "Si", "C", "C", "C", "C", "C", "C", "C", "C", "H", "H", "H", "H", "H", "H", "H", "H", "H", "H", "H", "H", "H", "H", "H", "H", "H", "H", "H", "H", "H", "C", "Te", "C", "C", "C", "C", "C", "C", "C", "H", "H", "H", "H", "H", "H", "H", "H", "S", "C", "N"], "xyz": [[0.802, -0.097, -0.624], [4.537, 0.186, 2.163], [3.470, -0.610, 1.429], [2.300, -0.343, 1.647], [3.910, -1.654, 0.476], [5.279, -1.901, 0.306], [5.758, -2.874, -0.543], [4.841, -3.646, -1.264], [3.491, -3.430, -1.136], [2.968, -2.423, -0.281], [1.690, -2.239, -0.202], [4.029, 0.886, 2.821], [5.149, 0.743, 1.451], [5.183, -0.469, 2.750], [5.989, -1.299, 0.857], [6.822, -3.031, -0.656], [5.198, -4.418, -1.937], [2.770, -4.012, -1.698], [-2.421, 1.198, -1.416], [-0.794, 1.505, -0.499], [-1.269, 1.415, 1.380], [-2.574, 2.168, 1.659], [-0.167, 1.971, 2.289], [-1.484, -0.059, 1.752], [-0.242, 3.247, -1.130], [0.252, 3.036, -2.571], [-1.400, 4.252, -1.161], [0.885, 3.890, -0.309], [-3.086, 2.053, -1.286], [-2.933, 0.322, -1.016], [-2.264, 1.054, -2.487], [-2.480, 3.239, 1.472], [-2.842, 2.040, 2.716], [-3.406, 1.788, 1.063], [-0.052, 3.048, 2.168], [0.794, 1.490, 2.097], [-0.428, 1.785, 3.339], [-2.207, -0.545, 1.092], [-1.872, -0.131, 2.776], [-0.542, -0.614, 1.707], [-0.534, 2.627, -3.213], [1.107, 2.358, -2.596], [0.567, 3.994, -3.001], [-2.228, 3.929, -1.792], [-1.035, 5.204, -1.566], [-1.787, 4.453, -0.160], [1.681, 3.195, -0.068], [0.503, 4.305, 0.625], [1.324, 4.719, -0.876], [-1.078, -3.256, 0.043], [-0.412, -2.096, -1.616], [-2.510, -2.083, -2.142], [-3.270, -2.503, -0.912], [-4.645, -2.312, -0.795], [-5.322, -2.703, 0.349], [-4.626, -3.297, 1.394], [-3.259, -3.489, 1.289], [-2.570, -3.092, 0.144], [-0.547, -2.882, 0.916], [-0.787, -4.294, -0.115], [-2.648, -2.801, -2.953], [-2.826, -1.108, -2.502], [-5.184, -1.837, -1.607], [-6.389, -2.536, 0.430], [-5.146, -3.597, 2.295], [-2.707, -3.930, 2.111], [4.756, 2.691, -0.894], [3.433, 1.748, -0.960], [2.482, 1.070, -1.021]], "forces_ev_per_a": [[0.1321, -0.2843, -0.3070], [-0.0680, -0.0543, 0.0037], [0.1735, -0.0108, -0.1212], [-0.1162, -0.0618, 0.1631], [-0.1197, -0.0538, -0.0247], [-0.0291, 0.0389, 0.0538], [0.0359, -0.0691, -0.0701], [-0.0027, 0.0291, 0.0364], [-0.0359, 0.0372, 0.0168], [0.1252, 0.1437, 0.1046], [0.0783, -0.0066, -0.0286], [0.0083, 0.0107, 0.0034], [-0.0006, 0.0063, 0.0057], [0.0219, 0.0223, -0.0066], [0.0016, -0.0109, -0.0179], [-0.0017, 0.0010, 0.0057], [0.0022, -0.0027, -0.0034], [0.0153, -0.0141, -0.0157], [-0.0023, -0.0578, 0.0245], [-0.0977, 0.3755, 0.0636], [0.1105, -0.0061, -0.0125], [0.0253, 0.0012, 0.0123], [-0.0423, 0.0084, -0.0379], [0.0225, 0.0209, -0.0223], [0.1246, -0.0664, 0.0288], [0.0514, 0.0012, 0.0203], [-0.0308, -0.0001, -0.0268], [-0.0983, -0.0025, -0.0128], [-0.0213, 0.0019, -0.0037], [-0.0021, 0.0065, 0.0130], [-0.0018, -0.0050, -0.0033], [-0.0127, 0.0066, -0.0052], [-0.0053, 0.0244, -0.0048], [-0.0169, -0.0058, -0.0043], [0.0253, -0.0049, 0.0149], [0.0205, 0.0163, 0.0137], [-0.0080, -0.0184, -0.0054], [-0.0225, -0.0494, -0.0055], [0.0155, 0.0160, 0.0018], [-0.0280, -0.0135, 0.0018], [0.0017, -0.0120, -0.0030], [-0.0472, 0.0383, -0.0327], [-0.0254, 0.0093, 0.0094], [-0.0004, -0.0033, -0.0133], [0.0029, -0.0016, 0.0095], [-0.0342, 0.0116, -0.0209], [0.0687, -0.0203, 0.0151], [-0.0227, 0.0170, 0.0069], [0.0176, -0.0106, -0.0081], [-0.0085, -0.0043, 0.0113], [-0.2103, -0.0453, -0.0609], [-0.0318, -0.0527, 0.0482], [0.0036, -0.0029, 0.0197], [0.0155, 0.0157, -0.0013], [-0.0082, -0.0026, 0.0157], [0.0091, -0.0027, -0.0015], [-0.0047, 0.0310, -0.0314], [0.0445, 0.0228, -0.0038], [-0.0030, -0.0224, -0.0044], [0.0038, 0.0064, -0.0216], [0.0269, -0.0303, 0.0256], [-0.0027, -0.0177, -0.0266], [0.0020, -0.0033, -0.0026], [0.0002, 0.0001, 0.0006], [-0.0060, 0.0021, -0.0008], [-0.0011, -0.0044, 0.0019], [0.1778, 0.1373, 0.0082], [-0.1491, -0.2757, -0.1115], [-0.0451, 0.2506, 0.3241]], "mol_weight_g_mol": 688.75, "e_tot_ev": -62620.886, "relative_energy_ev": 0.000, "gap_ev": 6.96, "total_charge": -1, "max_force_ev_per_a": 0.44, "homo_energy_ev": -4.76}

=====

{"formula": "C4H12N2O", "method": "the ωB97M-V functional and the def2-TZVPD basis", "elements": ["C", "C", "O", "C", "N", "C", "N", "H", "H", "H", "H", "H", "H", "H", "H", "H", "H", "H", "H"], "xyz": [[0.263, 2.052, -1.050], [-0.454, 1.305, 0.076], [-1.789, 1.054, -0.408], [0.197, -0.076, 0.427], [0.378, -0.246, 1.879], [-0.406, -1.329, -0.253], [0.090, -2.560, 0.373], [0.478, 1.372, -1.872], [-0.252, 2.950, -1.371], [1.203, 2.529, -0.719], [-0.376, 1.771, 1.056], [-1.678, 0.863, -1.359], [1.208, -0.083, -0.046], [1.291, 0.060, 2.189], [0.390, -1.231, 2.118], [-0.171, -1.362, -1.324], [-1.481, -1.245, -0.161], [1.029, -2.507, 0.740], [0.078, -3.318, -0.294]], "forces_ev_per_a": [[1.1109, 0.6449, 1.0878], [0.1660, -1.6623, -0.9752], [0.0328, 0.5435, 0.2342], [2.2598, -0.4850, -1.0437], [-0.3108, -0.3401, 0.0850], [-0.0654, 0.3437, 0.5079], [-0.3405, -0.2281, 0.0728], [-0.0217, 0.1019, -0.2151], [-0.7775, -0.2270, -0.2552], [0.0527, -0.7607, 0.0337], [-0.9950, 0.7343, -0.2532], [-0.2327, 0.1632, 0.6506], [-0.1592, 0.4317, 0.3028], [0.0107, 0.4319, -0.2159], [-0.4941, 0.0198, 0.0106], [0.0093, 0.5429, 0.0545], [-0.3298, -0.4316, 0.1107], [0.1588, 0.2670, -0.2561], [-0.0742, -0.0901, 0.0638]], "mol_weight_g_mol": 104.15, "e_tot_ev": -9369.352, "relative_energy_ev": 1.842, "gap_ev": 10.05, "total_charge": 0, "smiles": "C[C@@H](O)[C@@H](N)CN", "max_force_ev_per_a": 2.54, "homo_energy_ev": -9.19}

=====

{"formula": "C4H6O3Si", "method": "the ωB97M-V functional and the def2-TZVPD basis", "elements": ["C", "C", "C", "C", "O", "O", "O", "Si", "H", "H", "H", "H", "H", "H"], "xyz": [[1.587, -0.256, 0.162], [0.976, 0.944, -0.414], [0.862, -1.238, 0.672], [-0.078, 0.993, -1.251], [-0.798, 2.118, -1.761], [-1.882, -1.508, -0.009], [-1.205, -0.951, 2.772], [-0.874, -1.232, 1.325], [2.653, -0.231, 0.100], [1.263, 1.958, -0.004], [1.454, -2.070, 1.140], [-0.707, 2.930, -1.223], [-2.752, -1.571, 0.379], [-0.499, 0.113, -1.888]], "forces_ev_per_a": [[1.0962, 7.3412, -3.9984], [3.0666, -0.3660, 3.3542], [-2.9248, -6.1746, 2.8484], [-5.3978, -0.3769, -4.3126], [1.4246, -1.2688, 1.6485], [1.1831, 0.1824, 1.8595], [-0.6494, -0.2536, 0.3049], [1.0143, 0.2719, -2.4696], [0.6218, 0.0431, 0.9051], [0.7243, -0.9507, -1.0188], [-0.5768, 0.7494, -0.3469], [0.3020, -0.6112, -0.1593], [-1.0298, -0.0478, -0.2101], [1.1459, 1.4617, 1.5949]], "mol_weight_g_mol": 130.18, "e_tot_ev": -18261.139, "relative_energy_ev": 2.503, "gap_ev": [5.84, 6.91], "total_charge": 0, "max_force_ev_per_a": 8.43, "homo_energy_ev": [-5.50, -10.07], "s2": 2.008, "spin_multiplicity": 3}

=====

What did the second record say?
{"formula": "C4H12N2O", "method": "the ωB97M-V functional and the def2-TZVPD basis", "elements": ["C", "C", "O", "C", "N", "C", "N", "H", "H", "H", "H", "H", "H", "H", "H", "H", "H", "H", "H"], "xyz": [[0.263, 2.052, -1.050], [-0.454, 1.305, 0.076], [-1.789, 1.054, -0.408], [0.197, -0.076, 0.427], [0.378, -0.246, 1.879], [-0.406, -1.329, -0.253], [0.090, -2.560, 0.373], [0.478, 1.372, -1.872], [-0.252, 2.950, -1.371], [1.203, 2.529, -0.719], [-0.376, 1.771, 1.056], [-1.678, 0.863, -1.359], [1.208, -0.083, -0.046], [1.291, 0.060, 2.189], [0.390, -1.231, 2.118], [-0.171, -1.362, -1.324], [-1.481, -1.245, -0.161], [1.029, -2.507, 0.740], [0.078, -3.318, -0.294]], "forces_ev_per_a": [[1.1109, 0.6449, 1.0878], [0.1660, -1.6623, -0.9752], [0.0328, 0.5435, 0.2342], [2.2598, -0.4850, -1.0437], [-0.3108, -0.3401, 0.0850], [-0.0654, 0.3437, 0.5079], [-0.3405, -0.2281, 0.0728], [-0.0217, 0.1019, -0.2151], [-0.7775, -0.2270, -0.2552], [0.0527, -0.7607, 0.0337], [-0.9950, 0.7343, -0.2532], [-0.2327, 0.1632, 0.6506], [-0.1592, 0.4317, 0.3028], [0.0107, 0.4319, -0.2159], [-0.4941, 0.0198, 0.0106], [0.0093, 0.5429, 0.0545], [-0.3298, -0.4316, 0.1107], [0.1588, 0.2670, -0.2561], [-0.0742, -0.0901, 0.0638]], "mol_weight_g_mol": 104.15, "e_tot_ev": -9369.352, "relative_energy_ev": 1.842, "gap_ev": 10.05, "total_charge": 0, "smiles": "C[C@@H](O)[C@@H](N)CN", "max_force_ev_per_a": 2.54, "homo_energy_ev": -9.19}

=====

Please write out number 3 again, unchanged.
{"formula": "C4H6O3Si", "method": "the ωB97M-V functional and the def2-TZVPD basis", "elements": ["C", "C", "C", "C", "O", "O", "O", "Si", "H", "H", "H", "H", "H", "H"], "xyz": [[1.587, -0.256, 0.162], [0.976, 0.944, -0.414], [0.862, -1.238, 0.672], [-0.078, 0.993, -1.251], [-0.798, 2.118, -1.761], [-1.882, -1.508, -0.009], [-1.205, -0.951, 2.772], [-0.874, -1.232, 1.325], [2.653, -0.231, 0.100], [1.263, 1.958, -0.004], [1.454, -2.070, 1.140], [-0.707, 2.930, -1.223], [-2.752, -1.571, 0.379], [-0.499, 0.113, -1.888]], "forces_ev_per_a": [[1.0962, 7.3412, -3.9984], [3.0666, -0.3660, 3.3542], [-2.9248, -6.1746, 2.8484], [-5.3978, -0.3769, -4.3126], [1.4246, -1.2688, 1.6485], [1.1831, 0.1824, 1.8595], [-0.6494, -0.2536, 0.3049], [1.0143, 0.2719, -2.4696], [0.6218, 0.0431, 0.9051], [0.7243, -0.9507, -1.0188], [-0.5768, 0.7494, -0.3469], [0.3020, -0.6112, -0.1593], [-1.0298, -0.0478, -0.2101], [1.1459, 1.4617, 1.5949]], "mol_weight_g_mol": 130.18, "e_tot_ev": -18261.139, "relative_energy_ev": 2.503, "gap_ev": [5.84, 6.91], "total_charge": 0, "max_force_ev_per_a": 8.43, "homo_energy_ev": [-5.50, -10.07], "s2": 2.008, "spin_multiplicity": 3}